No. 1
Molecular formula: C15H12BrN3O
Method: DFT, the ωB97M-V functional and the def2-TZVPD basis

XYZ file:
```
32
Properties=species:S:1:pos:R:3:nbo_charge:R:1
Br -5.24 0.87 0.14 -0.068
O 6.47 -1.06 -0.03 -0.517
N 2.19 -0.29 0.03 -0.191
N 2.77 2.31 0.00 -0.374
N 1.08 -1.10 0.14 -0.298
C -1.25 -0.71 -0.15 0.009
C -3.51 -0.28 -0.08 0.065
C 3.97 1.82 -0.12 0.120
C -2.38 0.20 0.10 -0.316
C 1.94 1.11 -0.03 0.316
C 4.56 0.34 -0.05 -0.270
C 3.55 -0.80 -0.17 0.330
C -3.85 -1.81 0.06 -0.168
C -2.68 -2.76 0.03 -0.159
C -1.51 -2.10 0.10 -0.205
C 0.46 1.22 -0.12 -0.333
C 6.09 0.00 -0.02 0.592
C 6.98 1.14 0.05 -0.739
C 3.84 -2.06 -0.03 -0.722
C 0.09 -0.13 -0.14 0.121
H -0.57 -2.54 -0.26 0.233
H 2.81 -2.78 -0.04 0.256
H 6.82 1.88 0.80 0.245
H 4.82 2.35 -0.13 0.166
H -2.27 1.22 -0.11 0.233
H 6.82 1.72 -0.85 0.232
H 4.39 -2.20 -0.92 0.275
H 4.25 -2.41 0.97 0.288
H -4.82 -2.05 0.04 0.200
H 7.90 0.71 -0.16 0.245
H -2.92 -3.62 0.15 0.182
H -0.07 2.16 0.02 0.253
```

Summary:
- E_HOMO (eV) = -8.22
- gap between HOMO and LUMO (eV) = 7.441
- M (g/mol) = 330.185
- structure (SMILES) = CC(=O)c1cnc2cc(-c3cccc(Br)c3)nn2c1C
- LUMO energy (hartree) = -0.02846
- relative energy (zero: lowest compared OMol25 entry of this formula, charge and spin) (kcal/mol) = 169.4


No. 2
Molecular formula: C15H12BrO5SbSe4Tc
Method: DFT, the ωB97M-V functional and the def2-TZVPD basis

XYZ file:
```
39
Properties=species:S:1:pos:R:3:nbo_charge:R:1
Sb 1.90 0.39 -4.41 1.187
Tc 0.46 0.77 -0.93 0.418
Br -0.83 2.52 0.43 0.326
Se 2.89 2.38 -2.87 -0.181
Se -0.18 1.03 -5.25 -0.488
Se 3.85 -0.65 -5.12 -0.377
Se 2.43 1.87 -0.71 0.407
O -0.61 -2.71 -0.88 -0.540
O 1.44 -2.07 -0.18 -0.489
O -1.41 0.53 -1.88 -0.628
O 1.19 -0.55 -2.39 -0.796
O 1.13 -2.52 -3.46 -0.492
C 2.01 -0.94 3.17 -0.210
C 1.25 0.31 3.21 -0.008
C -3.42 0.03 -3.01 -0.725
C -2.52 0.00 -1.83 0.715
C 1.90 -1.77 2.14 -0.138
C -0.14 2.75 3.21 -0.251
C 0.95 -1.48 1.03 -0.084
C 1.00 -1.87 -2.47 0.714
C 0.67 -0.01 0.78 0.118
C 0.50 2.30 4.36 -0.125
C 0.60 0.75 2.04 -0.143
C -0.06 1.97 2.09 -0.034
C 0.51 -2.33 -1.10 0.710
C 1.20 1.11 4.35 -0.192
C -2.98 -0.71 -0.60 -0.741
H 1.72 0.78 5.24 0.238
H -3.77 -0.98 -3.23 0.265
H -4.31 0.62 -2.76 0.263
H 0.47 2.90 5.26 0.241
H -2.43 -0.37 0.27 0.233
H -2.91 0.46 -3.87 0.262
H -0.69 3.69 3.21 0.249
H 2.42 -2.72 2.09 0.246
H -2.79 -1.78 -0.74 0.295
H -4.06 -0.59 -0.46 0.255
H 2.64 -1.18 4.01 0.240
H -0.01 -1.96 1.27 0.261
```

Summary:
- charge = +1
- E_HOMO (alpha / beta) (eV) = -11.11 / -11.11
- gap between HOMO and LUMO (alpha / beta) (eV) = 5.477 / 5.474
- M (g/mol) = 887.760
- LUMO energy (alpha / beta) (hartree) = -0.20717 / -0.20731
- relative energy (zero: lowest compared OMol25 entry of this formula, charge and spin) (kcal/mol) = 0.0


No. 3
Molecular formula: C15H12F2N3O5S
Method: DFT, the ωB97M-V functional and the def2-TZVPD basis

XYZ file:
```
38
Properties=species:S:1:pos:R:3:nbo_charge:R:1
S 6.23 -0.38 1.27 0.412
F 8.34 -0.54 -0.17 -0.344
F 6.59 -1.62 -1.03 -0.335
O 4.19 1.50 0.07 -0.566
O -5.49 1.28 0.90 -0.666
O -1.86 2.93 -1.28 -0.678
O 4.51 -3.01 1.19 -0.548
O -2.57 -1.60 -1.04 -0.686
N -3.87 -0.18 0.12 -0.481
N -3.55 2.14 -0.02 -0.480
N 4.65 -0.71 0.70 -0.650
C -2.33 1.95 -0.70 0.652
C 2.56 -0.32 -0.03 -0.089
C 0.26 -1.77 0.22 -0.213
C 2.65 -1.69 0.25 -0.208
C -4.16 3.45 -0.03 -0.411
C 1.36 0.35 -0.07 -0.195
C -4.39 1.10 0.38 0.811
C 1.51 -2.46 0.33 -0.160
C -1.72 0.61 -0.77 -0.652
C 0.21 -0.38 0.17 -0.190
C 3.86 0.34 0.21 0.670
C -2.73 -0.45 -0.63 0.661
C 6.99 -0.48 -0.38 0.413
C -4.67 -1.33 0.43 -0.410
C 4.02 -1.98 0.76 0.696
H -4.08 -1.99 1.07 0.199
H -4.99 3.43 0.67 0.228
H 1.60 -3.53 0.46 0.218
H -0.64 -2.37 0.12 0.239
H -4.56 3.71 -1.03 0.192
H -0.80 0.31 0.15 0.292
H -4.93 -1.87 -0.49 0.209
H -5.56 -0.98 0.95 0.227
H -3.41 4.19 0.25 0.215
H -1.24 0.50 -1.75 0.240
H 6.69 0.41 -0.94 0.161
H 1.34 1.42 -0.32 0.228
```

Summary:
- charge = -1
- E_HOMO (eV) = -3.83
- gap between HOMO and LUMO (eV) = 6.006
- M (g/mol) = 384.340
- LUMO energy (hartree) = 0.08008
- relative energy (zero: lowest compared OMol25 entry of this formula, charge and spin) (kcal/mol) = 0.0


No. 4
Molecular formula: C15H12F5HgNO
Method: DFT, the ωB97M-V functional and the def2-TZVPD basis

XYZ file:
```
35
Properties=species:S:1:pos:R:3:nbo_charge:R:1
Hg 1.52 0.54 2.26 0.336
F 3.24 -4.81 -1.27 -0.320
F 3.49 -1.28 -4.42 -0.320
F 1.92 -3.19 0.46 -0.335
F 4.11 -3.85 -3.69 -0.323
F 2.16 0.35 -2.74 -0.331
O 1.40 -0.56 -0.23 -0.779
N -0.38 2.36 0.49 -0.431
C 3.43 -3.04 -2.84 0.175
C -1.50 2.33 1.42 -0.256
C 2.44 -0.91 -2.33 0.201
C -1.94 0.91 1.68 -0.031
C -2.76 -1.71 2.14 -0.224
C 3.00 -3.51 -1.60 0.253
C -1.45 -1.33 2.42 -0.303
C -3.23 0.51 1.38 -0.255
C 0.17 3.69 0.36 -0.406
C -3.65 -0.79 1.62 -0.225
C 2.33 -2.68 -0.74 0.237
C -1.06 -0.02 2.22 -0.096
C 2.00 -1.31 -1.02 0.288
C -0.78 1.83 -0.80 -0.423
C 3.12 -1.73 -3.20 0.264
H -3.08 -2.73 2.32 0.203
H -0.75 -2.06 2.80 0.217
H -3.92 1.22 0.94 0.199
H -0.58 4.42 0.00 0.147
H -1.12 0.81 -0.67 0.224
H -1.59 2.43 -1.25 0.139
H -4.67 -1.08 1.39 0.198
H -1.17 2.79 2.36 0.203
H 0.07 1.82 -1.47 0.222
H 0.99 3.66 -0.36 0.206
H 0.56 4.02 1.32 0.194
H -2.35 2.92 1.04 0.154
```

Summary:
- charge = -1
- E_HOMO (alpha / beta) (eV) = -3.90 / -3.98
- gap between HOMO and LUMO (alpha / beta) (eV) = 7.033 / 5.856
- M (g/mol) = 517.847
- LUMO energy (alpha / beta) (hartree) = 0.11514 / 0.06906
- expectation value of S² = 0.7733
- relative energy (zero: lowest compared OMol25 entry of this formula, charge and spin) (kcal/mol) = 9.0
- spin multiplicity = 2


No. 5
Molecular formula: C15H12GdN2O5
Method: DFT, the ωB97M-V functional and the def2-TZVPD basis

XYZ file:
```
35
Properties=species:S:1:pos:R:3:lowdin_spin:R:1
Gd -0.48 0.20 -3.51 3.877
O -2.82 -2.48 -3.79 0.139
O -0.40 0.42 -1.37 0.318
O 2.31 -2.06 -3.58 0.151
O 0.05 -2.45 -5.94 0.114
O 0.07 3.08 -5.75 0.047
N 0.18 0.35 0.87 0.042
N 1.21 0.79 1.63 0.277
C -1.69 0.19 2.44 0.057
C -1.36 -1.56 0.77 0.264
C -2.53 -2.18 1.20 0.010
C 1.74 1.24 -0.46 0.291
C 2.15 1.36 0.85 0.001
C -2.82 -0.49 2.91 0.317
C -0.96 -0.35 1.37 0.135
C -3.26 -1.65 2.28 0.148
C -0.08 2.13 -5.11 0.084
C 3.33 2.02 1.42 -0.011
C 1.47 -1.26 -3.53 0.200
C -0.16 -1.53 -5.28 0.140
C -2.09 -1.59 -3.70 0.191
C 1.22 0.80 3.08 0.036
C 0.47 0.64 -0.43 0.114
H 3.91 1.36 2.08 -0.003
H -0.72 -2.00 -0.01 0.010
H 3.07 2.92 1.99 -0.004
H 0.42 0.19 3.50 0.000
H -3.35 -0.09 3.78 0.010
H 1.12 1.84 3.44 0.019
H 2.18 0.39 3.42 0.012
H -1.36 1.12 2.91 0.000
H -4.17 -2.15 2.61 0.003
H 2.25 1.54 -1.37 0.013
H -2.86 -3.08 0.70 -0.002
H 3.97 2.33 0.59 0.000
```

Summary:
- charge = +3
- E_HOMO (alpha / beta) (eV) = -14.29 / -20.46
- gap between HOMO and LUMO (alpha / beta) (eV) = 3.160 / 5.234
- M (g/mol) = 457.520
- LUMO energy (alpha / beta) (hartree) = -0.40892 / -0.55950
- expectation value of S² = 16.1444
- relative energy (zero: lowest compared OMol25 entry of this formula, charge and spin) (kcal/mol) = 206.6
- spin multiplicity = 8


No. 6
Molecular formula: C15H12IN2O6PdS2Se
Method: DFT, the ωB97M-V functional and the def2-TZVPD basis

XYZ file:
```
40
Properties=species:S:1:pos:R:3:nbo_charge:R:1
I -4.01 2.98 -4.97 0.272
Pd 0.05 1.02 -0.82 1.003
Se -0.46 2.74 0.55 0.677
S 2.22 -0.52 -0.36 2.370
S -1.01 -1.71 -0.99 2.403
O 3.55 -0.46 0.13 -0.879
O -1.37 -1.00 0.24 -1.019
O -2.01 -2.56 -1.54 -0.911
O 1.20 0.11 0.58 -0.924
O -0.50 -0.68 -1.97 -0.968
O 1.96 0.20 -1.63 -0.934
N -0.17 2.55 -3.33 -0.309
N -0.86 1.97 -2.34 -0.282
C 2.55 -4.49 -0.28 -0.191
C -2.28 2.63 -3.93 -0.301
C -0.51 3.24 3.25 -0.143
C -0.99 2.95 -4.31 -0.008
C 1.74 -2.23 -0.47 -0.273
C 0.43 -2.71 -0.66 -0.354
C -0.51 2.20 2.29 -0.313
C -0.63 0.84 2.67 -0.142
C -0.73 0.55 4.02 -0.154
C -0.69 1.58 4.96 -0.075
C -2.14 2.01 -2.68 -0.004
C 0.21 -4.08 -0.67 -0.168
C -0.58 2.92 4.58 -0.223
C 1.26 -4.97 -0.47 -0.167
C 2.78 -3.12 -0.28 -0.181
H -0.84 -0.48 4.34 0.238
H 3.78 -2.74 -0.12 0.255
H -0.75 1.33 6.01 0.240
H -0.79 -4.44 -0.84 0.259
H 0.84 2.53 -3.32 0.444
H -0.56 3.69 5.34 0.248
H -0.44 4.27 2.93 0.240
H -0.61 3.43 -5.20 0.257
H -2.90 1.58 -2.05 0.255
H 3.37 -5.17 -0.14 0.235
H -0.67 0.06 1.93 0.289
H 1.07 -6.03 -0.48 0.234
```

Summary:
- charge = +1
- E_HOMO (alpha / beta) (eV) = -12.05 / -12.05
- gap between HOMO and LUMO (alpha / beta) (eV) = 4.573 / 4.572
- M (g/mol) = 692.687
- LUMO energy (alpha / beta) (hartree) = -0.27463 / -0.27465
- relative energy (zero: lowest compared OMol25 entry of this formula, charge and spin) (kcal/mol) = 0.0


No. 7
Molecular formula: C15H13Cl2NO
Method: DFT, the ωB97M-V functional and the def2-TZVPD basis

XYZ file:
```
32
Properties=species:S:1:pos:R:3:nbo_charge:R:1
Cl 3.36 2.95 -3.46 0.009
Cl -4.02 0.99 1.12 0.000
O 1.17 -0.75 2.87 -0.618
N 0.11 -0.46 0.90 -0.617
C -4.26 -2.94 0.58 -0.203
C 3.19 1.12 0.07 -0.201
C 2.68 -0.13 -0.25 -0.030
C 2.59 0.53 -2.57 -0.239
C 3.40 2.07 -0.91 -0.207
C -2.26 -1.07 1.15 -0.080
C 2.42 -1.14 0.84 -0.521
C 3.10 1.77 -2.22 -0.047
C -4.57 -1.60 0.69 -0.226
C 2.38 -0.42 -1.57 -0.174
C 1.18 -0.76 1.66 0.688
C -1.96 -2.43 1.05 -0.141
C -3.58 -0.68 0.98 -0.023
C -1.17 -0.08 1.47 -0.257
C -2.95 -3.36 0.76 -0.227
H 0.18 -0.48 -0.10 0.403
H -5.59 -1.26 0.56 0.228
H -1.45 0.91 1.11 0.218
H 3.26 -1.19 1.53 0.247
H 3.79 3.04 -0.65 0.229
H -2.70 -4.40 0.69 0.216
H -5.03 -3.66 0.36 0.218
H 2.00 -1.39 -1.85 0.207
H -1.02 -0.03 2.55 0.256
H 3.42 1.35 1.10 0.224
H 2.37 0.30 -3.60 0.229
H -0.94 -2.75 1.20 0.210
H 2.26 -2.13 0.42 0.230
```

Summary:
- E_HOMO (eV) = -9.13
- gap between HOMO and LUMO (eV) = 9.732
- M (g/mol) = 294.181
- structure (SMILES) = O=C(Cc1ccc(Cl)cc1)NCc1ccccc1Cl
- LUMO energy (hartree) = 0.02196


Please write out number 4 again, unchanged.
Molecular formula: C15H12F5HgNO
Method: DFT, the ωB97M-V functional and the def2-TZVPD basis

XYZ file:
```
35
Properties=species:S:1:pos:R:3:nbo_charge:R:1
Hg 1.52 0.54 2.26 0.336
F 3.24 -4.81 -1.27 -0.320
F 3.49 -1.28 -4.42 -0.320
F 1.92 -3.19 0.46 -0.335
F 4.11 -3.85 -3.69 -0.323
F 2.16 0.35 -2.74 -0.331
O 1.40 -0.56 -0.23 -0.779
N -0.38 2.36 0.49 -0.431
C 3.43 -3.04 -2.84 0.175
C -1.50 2.33 1.42 -0.256
C 2.44 -0.91 -2.33 0.201
C -1.94 0.91 1.68 -0.031
C -2.76 -1.71 2.14 -0.224
C 3.00 -3.51 -1.60 0.253
C -1.45 -1.33 2.42 -0.303
C -3.23 0.51 1.38 -0.255
C 0.17 3.69 0.36 -0.406
C -3.65 -0.79 1.62 -0.225
C 2.33 -2.68 -0.74 0.237
C -1.06 -0.02 2.22 -0.096
C 2.00 -1.31 -1.02 0.288
C -0.78 1.83 -0.80 -0.423
C 3.12 -1.73 -3.20 0.264
H -3.08 -2.73 2.32 0.203
H -0.75 -2.06 2.80 0.217
H -3.92 1.22 0.94 0.199
H -0.58 4.42 0.00 0.147
H -1.12 0.81 -0.67 0.224
H -1.59 2.43 -1.25 0.139
H -4.67 -1.08 1.39 0.198
H -1.17 2.79 2.36 0.203
H 0.07 1.82 -1.47 0.222
H 0.99 3.66 -0.36 0.206
H 0.56 4.02 1.32 0.194
H -2.35 2.92 1.04 0.154
```

Summary:
- charge = -1
- E_HOMO (alpha / beta) (eV) = -3.90 / -3.98
- gap between HOMO and LUMO (alpha / beta) (eV) = 7.033 / 5.856
- M (g/mol) = 517.847
- LUMO energy (alpha / beta) (hartree) = 0.11514 / 0.06906
- expectation value of S² = 0.7733
- relative energy (zero: lowest compared OMol25 entry of this formula, charge and spin) (kcal/mol) = 9.0
- spin multiplicity = 2


> Look up the M of the first one.

330.185 g/mol